1.
Formula: C50H39F10InN6O3PS
Source: the Open Molecules 2025 dataset
Level of theory: wB97M-V/def2-TZVPD

E = -4410.4553 Eh
Net charge = +3
Energy relative to the best compared isomer or geometry (same formula, charge and spin) = 30.0 kcal per mole

Each line ends with the Mulliken charge.
Atoms and positions in Å:
C  0.01907  3.74865  -0.47671  -0.097
H  7.58529  -0.00199  1.77053  0.439
C  -1.75657  -0.93700  -6.91324  0.748
C  -0.10645  -3.62044  -0.66409  -0.751
C  3.64193  0.09378  1.88870  -0.354
C  -4.12938  -1.93263  0.76621  -0.415
H  0.38520  -1.52876  -2.71386  0.300
C  8.39567  2.22498  -1.38037  -0.747
C  -2.80138  -0.81727  -4.69554  -0.936
H  -3.67165  -0.35213  -2.77023  0.561
F  -7.86384  -3.79804  1.32766  -0.275
C  -2.35301  3.92019  -0.47817  1.086
F  -0.59547  -1.13776  -7.62955  -0.270
C  -7.33287  -3.90028  0.01962  0.715
H  3.96656  -1.97591  4.36197  0.326
H  8.36111  1.64717  -2.34965  0.336
C  -2.85453  -0.81785  -3.29341  -0.925
H  2.60840  0.28840  -1.33397  0.658
H  -3.66385  -1.46512  1.64596  0.156
C  -7.67333  2.02257  0.32913  -0.746
C  -0.39300  -1.20369  -4.69410  -1.080
H  -3.45179  -3.26696  -2.26766  0.544
C  2.66702  0.27372  0.85367  0.204
H  8.71191  3.27245  -1.56893  0.335
O  0.58246  0.61230  0.06976  -1.084
H  -9.18393  5.07077  -0.10510  0.387
C  0.32128  -4.76255  -0.03999  -0.767
H  -1.68288  -2.22049  1.97243  0.153
C  -5.26906  -3.49871  -1.31781  -1.111
H  1.09551  5.46862  -0.92209  0.530
H  0.56504  -1.22886  -5.19726  0.505
H  0.15050  -3.40209  -1.71022  0.324
O  -1.28665  1.28491  2.31921  -0.675
C  9.21308  0.57191  0.54372  -0.903
F  1.15203  -6.09594  3.22714  -0.242
C  7.05930  2.23782  -0.70187  -0.500
H  5.70657  0.11345  2.56531  0.261
C  -8.69345  2.91586  0.29277  -0.757
C  3.80187  -0.09580  5.51388  -0.774
H  -7.76483  1.03821  0.71653  0.535
C  3.94638  -0.86792  4.21444  -0.091
O  -1.12424  -0.36538  3.82450  -0.646
C  5.01160  0.35501  1.74911  0.525
H  0.84764  3.02102  -0.48627  0.456
H  3.68965  -0.67739  6.44364  0.319
F  -7.31765  -5.25000  -0.25768  -0.234
H  5.40614  0.82795  4.46883  0.365
H  5.80774  -0.79338  5.45749  0.293
C  -1.70206  -1.15431  -2.55708  0.660
C  -1.60946  -1.02009  -5.39700  0.247
F  -2.12025  0.31362  -7.29889  -0.235
C  -5.99030  -3.26330  -0.09513  0.135
H  -0.98744  6.96828  -0.95726  0.449
C  0.85632  0.11008  2.46130  0.233
C  -0.99475  5.87610  -0.79399  -0.688
N  3.15413  -0.29987  3.16507  0.373
N  9.50621  1.60245  -0.61980  -0.079
C  -1.12491  -2.96180  1.42914  -0.279
C  0.14951  5.06540  -0.74111  -0.939
C  -2.21721  5.24767  -0.64454  -0.649
C  -6.09540  3.66030  -0.42831  0.048
C  -0.87981  -2.68808  0.03234  1.542
C  -8.42703  4.27077  -0.11227  -0.641
C  5.11514  -0.13532  4.88876  -0.826
C  -6.35246  2.36909  -0.02852  0.744
C  -0.49123  -1.28032  -3.27705  -0.353
C  0.12001  -5.00849  1.33933  0.263
H  -6.86570  5.66769  -0.60351  0.360
F  -8.17097  -3.27837  -0.86524  -0.224
H  -5.66384  -4.19677  -2.04779  0.497
C  -0.72046  -4.12276  2.05506  -1.632
N  6.77339  1.12383  0.18785  0.138
F  5.17062  0.21263  -1.84976  -0.348
F  1.77767  -6.67831  1.17039  -0.264
In  -1.51484  1.14570  0.20982  1.949
H  1.48674  -0.72684  4.33997  0.800
H  6.94511  3.20755  -0.11268  0.342
H  -3.80939  -0.80225  -5.19497  0.391
N  -4.72628  4.02804  -0.56774  0.001
H  -5.84122  -2.45616  1.90057  0.607
C  -7.10610  4.61310  -0.44705  -0.681
H  10.02045  0.79573  1.28326  0.398
H  10.13253  2.33956  -0.33402  0.401
C  1.78882  -0.37901  3.37889  -0.877
C  1.26801  0.32890  1.12003  0.963
C  -5.35113  -2.51345  0.94752  -0.672
H  6.23848  2.41537  -1.42450  0.415
C  7.83532  0.85548  1.18674  -0.796
H  10.07939  1.04522  -1.23244  0.360
N  -3.77054  1.97495  -0.00598  -0.420
C  5.53299  0.64080  0.45570  0.092
C  -3.65280  3.25253  -0.37934  0.176
H  3.24177  0.77111  5.36871  0.359
S  -5.19841  1.07907  -0.03578  0.060
C  4.61422  0.31860  -0.61537  -0.596
H  -4.55882  4.90732  -0.99867  0.200
H  -9.67474  2.55780  0.53608  0.431
C  -0.57477  0.36155  2.95115  0.243
H  7.92849  1.60574  1.93066  0.565
P  -1.84843  -1.36734  -0.77046  1.455
F  -2.72804  -1.82291  -7.36706  -0.234
F  -0.17970  -7.38479  1.98895  -0.245
H  -0.88959  -4.35398  3.05361  0.632
C  -4.03208  -2.87249  -1.45558  -0.745
C  3.25774  0.27020  -0.46153  -0.476
C  -3.44715  -2.03978  -0.48725  0.751
N  -1.20059  3.19627  -0.37577  -0.164
H  0.87732  -5.51983  -0.64537  0.409
H  9.31924  -0.47094  0.22772  0.383
H  -3.07489  5.84849  -0.67500  0.554
C  0.67400  -6.24485  1.92074  0.754

***

2.
Formula: C50H40N9W
Source: the Open Molecules 2025 dataset
Level of theory: wB97M-V/def2-TZVPD

E = -2488.4880 Eh
Net charge = +3

Each line ends with the Mulliken charge.
Atoms and positions in Å:
H  -2.22379  1.99166  5.27340  0.624
C  -4.62276  1.53766  -3.05529  -0.164
C  2.60599  2.03811  1.12990  0.273
H  -0.68157  -2.63950  -1.98779  0.363
H  4.31929  3.32013  -6.01587  0.454
H  -4.58779  -3.24834  1.07825  0.585
H  -2.00026  -0.73622  -1.22457  0.133
H  -4.21843  -3.71011  -1.39779  0.565
C  -3.90189  1.16003  -5.34751  -0.704
H  1.02455  -3.68179  0.91894  0.779
H  -3.18876  -5.23618  0.36395  0.576
C  -2.56763  1.96726  3.15102  0.354
H  -2.25420  -0.46154  0.55767  -0.791
C  3.28472  -4.94556  1.31277  -1.582
H  -1.75728  1.04328  -5.70129  0.596
C  5.21284  -0.63379  -0.44086  -1.306
C  -1.02452  1.45021  -2.90446  -0.164
C  -2.54853  1.16972  -4.97439  -0.394
C  4.57308  3.11272  -2.62687  -0.040
C  -3.67996  -2.64195  1.08178  -1.459
C  1.82822  -3.02147  0.66170  -0.496
C  3.33035  2.57080  -2.39852  0.006
H  -4.27773  -1.33851  -0.54029  0.400
C  2.75436  2.56007  -4.74912  -0.087
C  -2.15481  -1.19966  -0.24316  -1.764
H  6.13648  -1.20574  -0.38554  0.471
C  1.23386  1.78620  -2.81493  0.172
H  -5.94224  1.33977  -4.74311  0.465
H  5.87664  3.79812  -4.19642  0.453
N  -1.40405  1.64895  1.16200  0.015
C  4.82300  2.50516  4.15733  -0.869
H  0.02855  -3.78318  -0.86839  0.672
C  -2.46611  -3.50216  1.42916  0.201
C  2.50682  2.02578  4.72944  -0.161
C  2.73830  -0.98913  -0.16114  0.261
C  -2.74199  1.86767  0.87993  0.607
C  -4.91208  1.34256  -4.41328  -0.794
C  2.25215  1.95101  3.37994  0.160
C  1.01595  1.74216  2.64400  0.264
C  3.24775  2.15510  2.42920  0.115
N  1.40788  1.66326  -1.44646  0.138
H  5.83023  2.72173  4.48668  0.441
C  -3.48482  2.08190  2.11086  0.131
H  2.82901  -5.06793  2.29649  0.358
N  0.14261  1.53226  -3.49871  -0.524
H  2.60871  -0.03895  -0.63769  0.525
C  3.83144  2.29769  5.10532  -0.724
H  -0.38390  -3.24839  1.84682  0.558
N  -3.32054  1.85526  -0.29631  -0.488
N  3.23312  2.30296  0.00676  -0.293
C  -3.29296  1.52383  -2.69891  0.499
C  -4.82132  2.31433  2.34012  -0.224
C  -0.82447  -3.12794  -1.01766  -1.120
C  1.61229  -1.72847  0.19381  1.419
H  -4.16558  1.01389  -6.38635  0.463
H  -4.64983  2.40512  5.73857  0.451
N  -1.27440  1.56503  -1.55156  -0.228
W  0.03805  0.81022  -0.11168  0.824
C  4.03242  -1.47192  -0.02325  0.154
C  -4.30398  2.31241  4.71790  -0.790
C  -3.31298  -3.10137  -1.35849  -1.389
H  -6.25881  2.61315  3.91340  0.453
C  3.11429  -3.53747  0.80929  -0.665
C  -0.92522  -2.05198  0.07386  2.072
C  -2.29917  -4.60271  0.37168  -1.152
H  -3.81867  -1.85817  1.83585  0.387
H  -5.52854  2.41190  1.52748  0.619
H  2.06016  2.34720  -5.55078  0.618
H  -1.31323  -1.81094  2.18752  0.307
C  4.20854  -2.75252  0.48078  -0.985
N  -0.15866  1.69089  3.23314  -0.528
C  2.44218  2.30096  -3.43451  0.046
H  -2.60394  -3.95494  2.41218  0.341
H  1.72595  1.87995  5.46353  0.626
H  5.25796  3.32598  -1.81723  0.623
H  5.30854  2.63127  2.04021  0.623
H  4.33590  -5.21353  1.39233  0.432
H  -1.99323  -4.76067  -1.76286  0.333
H  -3.18633  -2.64736  -2.34772  0.397
H  5.32619  0.24009  0.20492  0.160
C  -2.64187  1.66729  -1.40801  -0.004
H  5.10380  -0.27781  -1.46774  0.293
C  4.02368  3.10416  -4.99812  -0.783
C  -3.45420  -2.01481  -0.29267  0.091
H  4.08541  2.35504  6.15511  0.458
C  2.66187  2.17899  -1.16799  0.447
H  2.80626  -5.65784  0.63847  0.340
C  4.54357  2.44874  2.78315  -0.076
C  -2.10468  -3.97423  -1.01520  0.130
H  5.20848  -3.15536  0.58954  0.385
N  1.27489  1.70058  1.28741  -0.198
H  -5.40418  1.70077  -2.32525  0.630
C  4.90878  3.37455  -3.96457  -0.806
H  -1.45313  -5.24953  0.62087  0.519
C  -5.21864  2.42902  3.68078  -0.748
C  -1.27023  1.73851  2.53257  -0.163
C  -1.19600  -2.63710  1.47542  -1.208
C  -2.94209  2.07964  4.46935  0.014
C  -2.28020  1.34451  -3.63748  0.549
N  0.28708  -1.13051  0.04525  -0.547

***

Number 1: orbital gap 0.22126 Ha, LUMO -7.82 eV. Number 2: orbital gap 0.15617 Ha, LUMO -11.14 eV.